Entry 1:
9
Properties=species:S:1:pos:R:3:forces:R:3 method="wB97M-V/def2-TZVPD" total_energy_ha=-514.79008 relative_energy_kcal_mol=111.0 homo_energy_ev="-9.96 / -9.45"
C 1.8600 -0.0198 0.0220 3.0 3.6 -2.0
C 0.8120 0.7231 -0.0518 -3.2 -0.3 1.2
C -1.6656 -0.4057 0.0069 0.7 -0.1 1.2
F 0.5566 1.9920 0.0242 0.4 0.2 -0.7
F -1.5157 -1.7250 0.2694 -0.1 1.2 -0.5
F -2.2316 -0.2148 -1.1759 0.1 -0.1 0.7
F -2.3978 0.1350 1.0167 0.7 -0.4 -1.4
H 2.8417 0.5148 -0.3818 -1.7 -1.5 1.4
H 1.7404 -0.9996 0.2702 0.1 -2.6 0.2

---

Entry 2:
10
Properties=species:S:1:pos:R:3:forces:R:3 method="wB97M-V/def2-TZVPD" total_energy_ha=-590.08221 relative_energy_kcal_mol=71.5 homo_energy_ev=-10.30 smiles="FC1=C(F)C1(F)F.O"
F 0.1651 0.2196 1.9328 0.4 0.0 0.7
C 0.7060 0.1892 0.7592 -1.2 0.9 -2.3
C 0.8588 0.7690 -0.4294 1.0 -1.2 2.3
F 1.0067 1.8101 -1.1862 -0.3 0.7 -0.3
C 1.1380 -0.6614 -0.3557 -1.1 2.2 0.3
F 2.3787 -1.0893 -0.2766 1.6 -1.7 -0.6
F 0.3598 -1.4801 -1.0958 0.3 -0.8 0.2
O -1.9051 0.1809 0.4373 -2.1 -1.0 -1.0
H -2.4051 -0.7193 0.4878 1.1 2.8 -0.6
H -2.3029 0.7813 -0.2734 0.5 -1.8 1.5

---

Entry 3:
11
Properties=species:S:1:pos:R:3:forces:R:3 method="wB97M-V/def2-TZVPD" total_energy_ha=-558.31867 relative_energy_kcal_mol=9.3 s_squared=8.76 spin_multiplicity=6 homo_energy_ev="-15.56 / -20.41" total_charge=+2
O 0.4751 -1.3925 -0.9952 -0.5 1.2 1.7
C 1.1185 -0.6238 -0.3298 3.7 -1.0 -2.7
C -0.8901 1.1438 -0.3971 7.3 0.7 -0.7
O 0.1405 0.7231 0.2970 -4.2 1.6 -0.6
O 2.2416 -0.2215 -0.1237 -2.4 -0.9 0.5
C -2.1680 0.7384 -0.3211 -3.3 -0.3 0.7
Li -1.3745 -1.6544 -1.3431 0.2 -0.8 -0.3
F -0.5028 1.9217 -1.4203 -1.2 -0.6 1.3
H -2.9004 1.1328 -1.0241 0.0 -0.1 0.1
H -2.4721 0.1370 0.5350 0.0 0.0 -0.2
Rh 2.2928 1.8968 0.8940 0.5 0.3 0.1

---

Entry 4:
9
Properties=species:S:1:pos:R:3:forces:R:3 method="wB97M-V/def2-TZVPD" total_energy_ha=-565.69135 relative_energy_kcal_mol=120.4 s_squared=0.76 spin_multiplicity=2 homo_energy_ev="-6.77 / -6.89"
H 0.1175 0.6758 1.2248 -0.9 -1.1 -1.4
C 0.4586 0.0946 -0.9939 -1.2 0.8 -0.1
C -0.1898 -0.4203 0.1931 1.3 1.5 1.1
O -1.5155 -0.8986 -0.0679 0.2 -0.2 -0.3
C -2.5089 -0.6066 0.6479 -0.2 0.1 0.3
O 1.4469 0.8501 -0.8870 0.7 -0.7 -0.3
H -0.1325 0.0167 -1.9228 0.2 0.4 0.0
F 0.5006 -1.3776 0.8193 0.2 -0.9 0.7
Mg 1.8232 1.6658 0.9865 -0.2 0.0 0.0

---

Entry 5:
8
Properties=species:S:1:pos:R:3:forces:R:3 method="wB97M-V/def2-TZVPD" total_energy_ha=-345.15122 relative_energy_kcal_mol=126.0 homo_energy_ev=-10.16 smiles=C#[N+][O-].C#CF
C 0.6742 -0.2869 -1.3494 -0.2 -0.1 -0.3
N 0.0106 0.6322 -1.5626 0.7 0.2 0.3
O -0.6169 1.6333 -1.6433 -0.8 0.5 -0.2
H 1.4676 -0.9229 -1.6038 0.4 -0.6 0.0
C -0.3479 0.3314 1.8577 -0.2 -1.2 -0.2
C -0.5167 -0.7802 1.4850 0.2 0.3 -0.3
F -0.6310 -1.9067 0.9287 -0.3 -1.2 0.0
H -0.0399 1.2998 1.8877 0.4 2.1 0.6

---

Entry 6:
9
Properties=species:S:1:pos:R:3:forces:R:3 method="wB97M-V/def2-TZVPD" total_energy_ha=-420.54049 relative_energy_kcal_mol=37.7 homo_energy_ev=-10.24 smiles="O=C/N=C(/F)C=O"
O -2.1238 -1.3289 -0.3374 0.0 -0.8 -1.4
C -1.6100 -0.5067 0.3422 -1.5 -0.4 2.5
N -0.9231 0.5982 -0.0436 -0.7 1.4 0.2
C 0.2412 0.9251 -0.1244 3.9 -2.7 -1.3
F 0.7063 2.1491 -0.3670 -0.5 -0.1 0.2
C 1.5867 -0.2551 -0.3070 0.0 2.5 1.1
O 1.3884 -1.4204 -0.2071 0.2 1.3 -0.3
H -1.9273 -0.5016 1.4499 1.0 0.3 -1.0
H 2.6615 0.3402 -0.4055 -2.4 -1.5 0.0

---

Entry 7:
9
Properties=species:S:1:pos:R:3:forces:R:3 method="wB97M-V/def2-TZVPD" total_energy_ha=-527.97474 relative_energy_kcal_mol=71.8 homo_energy_ev="-7.88 / -7.88"
C 0.6597 -0.2880 0.6595 -6.0 -4.2 -1.0
C 0.9770 0.6678 -0.3154 6.7 3.1 5.9
O 2.2062 0.7427 -0.1815 -1.4 1.8 -4.7
F 0.2423 1.9266 -0.0421 -0.3 0.8 -1.7
Na -1.8727 1.7628 0.6833 0.6 -0.5 0.0
O -0.9883 -0.3095 0.6853 0.5 -0.4 -1.1
C -0.3255 -1.1666 -0.2397 0.0 -1.5 2.4
H -0.6030 -1.1118 -1.3004 0.3 0.7 0.2
H -0.2956 -2.2241 0.0509 -0.4 0.2 0.0

---

Entry 8:
9
Properties=species:S:1:pos:R:3:forces:R:3 method="wB97M-V/def2-TZVPD" total_energy_ha=-1524.06178 relative_energy_kcal_mol=49.6 s_squared=2.01 spin_multiplicity=3 homo_energy_ev="-10.60 / -13.62" total_charge=+1
F -1.7373 -0.8006 0.7040 -0.8 1.7 2.0
O 0.5851 1.1805 -0.6840 1.1 1.9 4.3
O -0.0765 0.0134 -2.5374 0.7 0.5 1.2
C 0.5039 0.4336 0.6246 1.1 -0.1 -3.8
C -0.0280 -0.7432 -0.1317 1.7 0.3 -1.6
C 0.1610 0.0918 -1.3586 -2.6 -3.8 -1.3
H 1.4823 0.3096 1.1111 0.0 0.8 0.4
H 0.2950 -1.7829 -0.0449 -0.5 0.4 0.2
Yb -1.1855 1.2979 2.3169 -0.7 -1.7 -1.5